(a)
21
Properties=species:S:1:pos:R:3 method="wB97M-V/def2-TZVPD" homo_lumo_gap_ev=9.355 smiles=C[C@@H](O)C(N)[C@@H](C)O lumo_ev=0.617
C 0.735 -1.528 -1.032
C 0.799 -0.772 0.285
O 2.407 -0.041 0.187
C 0.289 0.747 0.387
N 0.703 1.441 1.536
C -1.408 0.580 0.473
C -2.007 0.730 -0.918
O -1.616 -0.623 1.059
H 1.606 -2.173 -1.152
H 0.693 -0.840 -1.877
H -0.159 -2.150 -1.069
H 1.092 -1.304 1.189
H 2.924 -0.561 -0.442
H 0.529 1.311 -0.510
H 1.632 1.834 1.442
H 0.629 0.893 2.384
H -1.682 1.401 1.143
H -3.092 0.625 -0.862
H -1.759 1.702 -1.344
H -1.642 -0.040 -1.597
H -0.674 -1.233 0.717

---

(b)
21
Properties=species:S:1:pos:R:3 method="wB97M-V/def2-TZVPD" homo_lumo_gap_ev=10.073 smiles="CC(C)[C@H](N)C=O.O" lumo_ev=0.759
C 1.328 -0.677 -1.646
C 0.545 -0.271 -0.416
C 1.283 -0.641 0.890
C 0.155 1.259 -0.515
N 1.284 2.167 -0.716
C -0.614 1.660 0.757
O -1.516 0.971 1.152
H 0.918 -0.172 -2.522
H 2.370 -0.364 -1.563
H 1.278 -1.761 -1.753
H -0.460 -0.691 -0.327
H 2.237 -0.102 0.883
H 1.503 -1.705 0.826
H 0.737 -0.382 1.790
H -0.512 1.283 -1.375
H 1.495 2.260 -1.705
H 2.114 1.848 -0.212
H -0.281 2.609 1.219
O -4.933 -2.238 1.864
H -4.431 -2.071 1.082
H -4.501 -2.984 2.287

---

The computed energies, referenced to the most stable structure and given in kcal/mol, are (a) 65.8; (b) 0.0.

---

(a)
21
Properties=species:S:1:pos:R:3 method="wB97M-V/def2-TZVPD" homo_lumo_gap_ev=4.669 lumo_ev=-2.887
N 0.362 -0.586 -1.692
C -0.393 0.068 -0.379
C 0.420 0.890 0.694
C -4.068 -0.077 1.014
C -2.646 0.202 0.973
C -1.716 -0.217 -0.098
H -0.255 -1.395 -1.911
H 1.197 -1.097 -1.178
H -0.158 1.307 1.505
H 1.094 0.198 1.207
H -4.335 -0.418 1.960
H -4.259 -0.952 0.249
H -4.760 0.687 0.686
H -2.055 0.405 1.905
H -2.151 -0.691 -0.944
H 3.400 0.185 -0.129
H 3.317 -1.915 0.256
O 2.762 -1.250 -0.365
H 4.258 1.417 -0.827
H 0.999 1.718 0.130
O 3.687 1.182 -0.171

---

(b)
21
Properties=species:S:1:pos:R:3 method="wB97M-V/def2-TZVPD" homo_lumo_gap_ev=10.013 smiles="CCNCCC=O.O" lumo_ev=0.804
C 1.558 2.461 -0.961
C 1.723 0.975 -1.275
N 0.515 0.262 -0.854
C 0.620 -1.194 -0.899
C -0.789 -1.825 -1.187
C -1.666 -1.308 -0.077
O -1.555 -1.624 1.074
H 0.508 2.743 -0.922
H 1.919 2.682 0.053
H 2.192 3.050 -1.622
H 2.636 0.624 -0.792
H 1.798 0.913 -2.364
H 0.304 0.499 0.115
H 1.107 -1.603 -0.008
H 1.257 -1.633 -1.679
H -1.018 -1.553 -2.210
H -0.713 -2.915 -1.145
H -2.302 -0.456 -0.392
O -0.702 1.330 3.573
H -1.066 1.425 2.714
H -1.414 1.540 4.196

---

The computed energies, referenced to the most stable structure and given in kcal/mol, are (a) 111.8; (b) 0.0.

---

(a)
21
Properties=species:S:1:pos:R:3 method="wB97M-V/def2-TZVPD" homo_lumo_gap_ev=10.340 smiles="CCNC(=O)CC.O" lumo_ev=0.700
C -3.025 0.476 2.224
C -1.686 1.058 1.807
N -1.099 0.335 0.703
C 0.222 0.275 0.436
O 1.093 0.762 1.114
C 0.656 -0.246 -0.966
C 1.440 -1.632 -0.780
H -2.866 -0.606 2.367
H -3.853 0.618 1.509
H -3.316 0.920 3.191
H -1.796 2.141 1.607
H -1.139 0.946 2.763
H -1.771 -0.055 0.038
H -0.134 -0.390 -1.729
H 1.414 0.439 -1.391
H 2.520 -1.571 -0.561
H 1.305 -2.137 -1.751
H 0.956 -2.239 0.003
O 3.804 0.520 -3.846
H 3.509 0.847 -2.966
H 3.768 -0.461 -3.771

---

(b)
21
Properties=species:S:1:pos:R:3 method="wB97M-V/def2-TZVPD" homo_lumo_gap_ev=9.627 smiles="C=C/C=C/CN.O.O" lumo_ev=0.651
C 3.816 1.739 0.455
C 2.876 0.798 0.316
C 1.629 0.663 1.157
C 0.554 0.193 0.575
C -0.574 -0.210 1.605
N -1.776 -0.791 1.042
H 4.574 1.828 -0.255
H 3.804 2.304 1.373
H 2.734 0.074 -0.460
H 1.768 0.858 2.201
H 0.310 0.102 -0.554
H -0.134 -0.989 2.327
H -0.792 0.696 2.219
H -2.407 -0.173 0.554
H -1.709 -1.660 0.658
O 0.561 1.197 -3.480
H 0.818 1.525 -2.571
H 0.150 1.885 -4.002
O -5.201 -2.980 -0.624
H -5.031 -3.042 0.317
H -4.344 -2.716 -0.925

---

The computed energies, referenced to the most stable structure and given in kcal/mol, are (a) 0.0; (b) 57.5.

---

(a)
21
Properties=species:S:1:pos:R:3 method="wB97M-V/def2-TZVPD" homo_lumo_gap_ev=8.929 smiles=C[C@H](CO)[C@H](O)CN lumo_ev=0.674
C 0.594 -1.541 0.143
C 0.481 -0.093 -0.296
C 1.921 0.839 0.221
O 2.958 -0.069 0.554
C -0.600 0.701 0.331
O -0.586 0.768 1.709
C -2.060 -0.002 -0.317
N -2.378 0.349 -1.664
H 1.516 -1.984 -0.229
H 0.610 -1.639 1.228
H -0.217 -2.160 -0.237
H 0.453 -0.010 -1.383
H 2.264 1.445 -0.622
H 1.824 1.524 1.074
H 3.092 -0.408 1.443
H -0.623 1.726 -0.052
H -0.220 -0.059 2.083
H -2.073 -1.086 -0.212
H -2.809 0.401 0.365
H -2.408 1.351 -1.803
H -1.738 -0.055 -2.336

---

(b)
21
Properties=species:S:1:pos:R:3 method="wB97M-V/def2-TZVPD" homo_lumo_gap_ev=8.306 lumo_ev=0.786
C 0.639 0.977 -0.745
C 2.097 -0.236 0.266
N 2.098 -1.538 -0.014
O 0.916 2.095 0.088
H 0.103 2.559 0.306
H 1.124 -1.943 0.160
H 2.534 -1.806 -0.889
H 1.353 0.987 -1.571
H -0.267 1.133 -1.329
H 1.659 0.047 1.212
H 2.940 0.362 -0.060
C -1.216 0.236 1.414
C -1.980 -0.470 -0.932
C -0.936 -0.583 0.169
O -0.412 -1.724 0.315
H -2.266 0.566 -1.126
H -2.056 -0.220 1.947
H -0.361 0.223 2.090
H -1.503 1.262 1.179
H -2.864 -1.030 -0.618
H -1.602 -0.897 -1.862

---

The computed energies, referenced to the most stable structure and given in kcal/mol, are (a) 0.0; (b) 44.5.

---

(a)
21
Properties=species:S:1:pos:R:3 method="wB97M-V/def2-TZVPD" homo_lumo_gap_ev=8.156 lumo_ev=0.695
C -0.030 1.227 0.371
C 0.283 -1.063 -1.395
C 0.900 2.070 -0.462
C 0.880 -0.694 -0.064
N -1.390 1.270 -0.075
O 2.072 -0.703 0.219
H 0.115 1.426 1.442
H -2.049 0.897 0.597
H -1.684 2.179 -0.412
H -0.795 -0.903 -1.427
H 0.742 -0.442 -2.167
H 0.524 -2.105 -1.619
H 1.938 1.841 -0.218
H 0.723 3.135 -0.276
H 0.741 1.893 -1.529
C -0.145 -1.719 1.257
O -1.548 -1.737 1.256
H -1.865 -2.274 0.518
H 0.214 -1.432 2.246
H 0.315 -2.663 0.959
H 0.058 -0.203 0.778

---

(b)
21
Properties=species:S:1:pos:R:3 method="wB97M-V/def2-TZVPD" homo_lumo_gap_ev=6.252 lumo_ev=-2.665
C -0.698 -2.035 0.132
C 0.247 -0.826 0.377
C 0.150 0.237 -0.681
C -1.195 0.870 -0.916
C -2.064 1.225 0.204
O -2.220 0.649 1.297
N 1.563 -1.125 0.845
H -0.219 -2.688 -0.582
H -1.576 -1.642 -0.416
H -1.014 -2.508 1.047
H -0.362 -0.412 1.199
H 0.801 1.273 -0.163
H 0.768 -0.020 -1.527
H -1.117 1.960 0.124
H -1.431 1.529 -1.734
H -3.015 1.707 -0.048
H 1.813 -0.401 1.517
H 1.252 1.469 0.499
H 3.575 0.721 -0.606
H 2.139 -0.745 0.050
O 2.604 0.762 -0.616

---

The computed energies, referenced to the most stable structure and given in kcal/mol, are (a) 0.0; (b) 126.9.

---

(a)
21
Properties=species:S:1:pos:R:3 method="wB97M-V/def2-TZVPD" homo_lumo_gap_ev=4.477 lumo_ev=-2.819
N 1.411 -0.147 -1.907
C 0.975 -0.685 -0.639
C -0.371 -1.232 -0.550
C -1.234 -0.630 0.356
C -2.582 -0.598 0.241
C -3.432 0.407 0.890
H 1.613 -0.849 -2.607
H 1.051 0.141 0.058
H 1.607 -1.558 -0.333
H -0.742 -2.093 -1.111
H -0.897 0.040 1.142
H -3.068 -1.188 -0.537
H -3.797 1.180 0.228
H -4.140 -0.143 1.518
H -2.821 0.930 1.632
H 4.351 0.320 -0.223
H 2.301 0.349 -1.670
O 3.425 0.541 -0.310
H 2.532 1.277 0.680
H 2.064 2.248 1.927
O 1.753 1.691 1.216

---

(b)
21
Properties=species:S:1:pos:R:3 method="wB97M-V/def2-TZVPD" homo_lumo_gap_ev=9.875 smiles="CCCCC(N)=O.O" lumo_ev=0.430
C -1.473 -0.775 3.082
C -0.660 -0.418 1.830
C -0.647 -1.552 0.813
C -0.168 -1.144 -0.582
C 1.059 -0.231 -0.496
N 0.919 0.973 -1.095
O 2.074 -0.590 0.060
H -1.192 -0.154 3.933
H -1.321 -1.820 3.389
H -2.553 -0.700 2.934
H -1.168 0.448 1.389
H 0.329 -0.165 2.125
H -0.048 -2.370 1.220
H -1.652 -1.983 0.744
H 0.208 -2.025 -1.098
H -0.991 -0.666 -1.114
H 1.685 1.629 -1.040
H 0.210 1.363 -1.696
O -0.540 2.849 -3.047
H -0.866 2.903 -3.950
H 0.003 3.612 -2.845

---

The computed energies, referenced to the most stable structure and given in kcal/mol, are (a) 129.6; (b) 0.0.